# 1
C19H16N2O2S2 in the gas phase, computed with ωB97M-V/def2-TZVPD.

```
41
Properties=species:S:1:pos:R:3
O 0.5049 -1.9189 -5.1986
O 0.1062 0.8863 -0.6716
S -3.5666 -1.0118 2.3529
N 0.1541 2.3286 5.8101
S -1.4403 -1.7763 0.4235
C 0.5854 -1.5096 -4.0421
C 0.1959 0.2078 -1.7138
C -2.1552 -0.6416 1.5843
C -0.5849 -1.6422 -3.1770
C -0.7896 -0.7655 -2.0832
C -0.1902 1.3263 6.6873
C 0.2055 2.0382 4.5028
C -0.5730 0.0699 6.3133
C 3.4732 1.0400 -4.4167
C 3.3119 1.8256 -3.3081
C 2.5352 -0.0045 -4.6442
C 2.2805 1.5489 -2.3921
C -0.6733 -0.1402 4.9121
C 1.6066 -0.4080 -3.7440
C 1.4109 0.4269 -2.5912
C -0.1566 0.7554 4.0127
N -1.5753 0.5465 2.0955
C -1.6181 -2.6288 -3.5741
C -1.9928 -0.9062 -1.1492
C -0.1324 0.5295 2.4973
H -0.2515 1.4316 7.7589
H 0.5094 2.7640 3.7308
H -0.8775 -0.7557 6.9940
H 4.2181 1.2939 -5.1219
H 3.9835 2.6748 -3.0514
H 2.5944 -0.5989 -5.4762
H 2.0801 2.1547 -1.4952
H -1.0090 -1.0172 4.4931
H -2.0819 1.0802 2.7905
H -1.1992 -3.5740 -3.8543
H -2.2793 -2.2676 -4.3758
H -2.1758 -3.0685 -2.7350
H -2.7966 -1.4029 -1.6392
H -2.3344 0.1051 -0.7668
H 0.3668 -0.3318 2.3896
H 0.3311 1.3363 1.8731
```

Values from the calculation:
LUMO energy: -1.745 eV
energy above the lowest of the compared OMol25 structures with the same formula, charge and spin: 200.60 kJ/mol
highest occupied orbital energy: -0.30263 hartree

# 2
2 unconnected molecules or ions with the total composition C12H23BF3N2O5, computed with ωB97M-V/def2-TZVPD.

```
46
Properties=species:S:1:pos:R:3
C 3.0177 0.7271 -0.1525
C 1.7376 1.3274 -0.7034
C 2.1798 2.0996 -1.9904
C 1.1109 2.3527 0.2717
C 0.1090 1.7023 1.2585
O 0.8626 0.7013 1.9193
B 0.3137 -0.0064 2.9598
O -1.0154 -0.1580 3.2108
O 1.2051 -0.6363 3.8056
C -0.3366 2.8393 2.1683
F -0.4917 3.9599 1.4800
F 0.5517 3.0899 3.0784
F -1.4861 2.6177 2.7311
C -1.0507 1.1910 0.3875
C -0.6337 0.7045 -1.0175
C -1.4840 -0.5441 -1.3298
C -1.0143 1.7174 -2.1052
N 0.7770 0.2735 -1.0961
O 0.9709 -0.8588 -0.5127
H 2.8468 0.1037 0.7122
H 3.5383 0.1436 -0.9018
H 3.6464 1.5548 0.1534
H 3.2569 2.0929 -2.0715
H 1.8064 3.1156 -2.0206
H 1.7957 1.5618 -2.8456
H 1.9398 2.7884 0.8121
H 0.6176 3.0897 -0.3393
H -1.2862 -1.0844 3.2070
H 1.8957 -1.0090 3.2351
H -1.7210 2.0333 0.2514
H -1.6267 0.4116 0.8627
H -1.1202 -1.0278 -2.2282
H -2.4889 -0.2022 -1.5457
H -1.5549 -1.2021 -0.4812
H -2.0848 1.7284 -2.2177
H -0.7213 2.7346 -1.8616
H -0.5445 1.4046 -3.0297
O -2.8719 -3.4479 -0.7125
C -2.0239 -4.2802 -0.4552
N -2.2593 -5.2825 0.4372
C -0.6560 -4.2678 -1.0945
H -1.5811 -5.9830 0.6710
H -3.1634 -5.3131 0.8775
H -0.1633 -3.3235 -0.8602
H -0.7708 -4.3519 -2.1737
H -0.0288 -5.0875 -0.7440
```

Values from the calculation:
LUMO energy (spin up / spin down): 0.385 / 0.180 eV
highest occupied orbital energy (spin up / spin down): -0.31678 / -0.35444 hartree
⟨S²⟩: 0.754
2S+1: 2

# 3
12 unconnected molecules or ions with the total composition C73H172N12O12, computed with ωB97M-V/def2-TZVPD.

```
269
Properties=species:S:1:pos:R:3
C -2.1750 4.4418 -3.8167
C -1.2277 5.5534 -4.4069
C 0.0572 5.9683 -3.5518
O -0.3909 6.2578 -2.2555
C 0.6220 6.5656 -1.3837
N -0.7833 5.0793 -5.7145
H -2.3662 4.5786 -2.7523
H -1.7900 3.4226 -3.8501
H -3.1470 4.3687 -4.3046
H -1.9495 6.3500 -4.5874
H 0.5747 6.7610 -4.0921
H 0.7769 5.1514 -3.6049
H 1.2905 7.3241 -1.7908
H 1.2093 5.6820 -1.1337
H 0.1688 6.9985 -0.4919
H -0.4023 4.1530 -5.5852
H -0.0611 5.6898 -6.0693
C -3.2300 -7.0091 2.3513
C -2.8148 -6.0853 1.2130
C -1.3495 -5.6681 1.3284
O -0.8813 -4.8070 0.3110
C -1.5668 -3.5617 0.2681
N -2.9279 -6.8489 0.0035
H -3.4913 -6.3894 3.2091
H -2.4041 -7.5911 2.7604
H -4.1152 -7.6060 2.1317
H -3.5059 -5.2457 1.1390
H -0.6609 -6.5129 1.3113
H -1.3432 -5.1756 2.3008
H -1.5173 -2.9415 1.1631
H -2.6490 -3.5744 0.1388
H -1.2170 -2.9793 -0.5843
H -2.4048 -6.2845 -0.6507
H -2.5712 -7.7937 -0.0108
C -2.8905 7.4998 0.2153
C -3.2327 6.0042 0.5825
C -4.2348 5.2814 -0.4159
O -4.3543 3.9089 -0.1301
C -5.3071 3.3335 -0.9963
N -1.9055 5.4559 0.3949
H -2.2807 8.0156 0.9571
H -3.8243 8.0581 0.2807
H -2.4619 7.5468 -0.7858
H -3.5244 5.9213 1.6295
H -3.8034 5.3070 -1.4166
H -5.1681 5.8408 -0.3530
H -5.5859 2.3474 -0.6250
H -4.8541 3.1849 -1.9766
H -6.2544 3.8677 -1.0697
H -1.8567 4.4559 0.2619
H -1.5710 5.8330 -0.4803
C 5.7489 4.5726 -4.2956
C 4.5793 4.4145 -5.2519
C 3.2984 3.9460 -4.5298
O 3.4605 2.5880 -4.1898
C 2.3517 2.1004 -3.4683
N 4.4775 5.7255 -5.8378
H 5.5027 5.2543 -3.4815
H 6.5778 5.1059 -4.7611
H 6.0406 3.6261 -3.8403
H 4.9365 3.7317 -6.0228
H 2.4616 4.0947 -5.2123
H 2.9466 4.5371 -3.6843
H 2.4650 1.0980 -3.0554
H 1.4279 2.0917 -4.0466
H 2.0078 2.6384 -2.5849
H 4.1449 6.3549 -5.1214
H 5.3678 6.0672 -6.1706
C -4.1182 -1.4851 -1.1718
C -5.4090 -2.2305 -1.2499
C -5.5998 -3.2929 -0.1814
O -6.7302 -4.1000 -0.4479
C -7.0068 -4.9894 0.6199
N -6.4112 -1.2272 -1.2457
H -3.7461 -1.1346 -0.2090
H -4.0053 -0.5966 -1.7931
H -3.3015 -2.1316 -1.4929
H -5.4228 -2.6863 -2.2399
H -5.7218 -2.8033 0.7848
H -4.6473 -3.8208 -0.2260
H -7.3382 -4.5397 1.5558
H -6.1566 -5.6594 0.7471
H -7.8397 -5.6183 0.3057
H -7.2816 -1.6770 -1.4909
H -6.2967 -0.5915 -2.0223
C -6.0832 1.4990 3.0033
C -4.7311 2.1988 2.9234
C -3.7548 1.4613 1.9238
O -3.0081 0.3395 2.5456
C -3.6872 -0.9110 2.7137
N -4.8373 3.6738 2.5891
H -6.3463 1.0860 2.0295
H -6.8933 2.1484 3.3350
H -6.0709 0.7628 3.8071
H -4.2987 2.1856 3.9239
H -3.0094 2.1633 1.5502
H -4.3026 1.1433 1.0367
H -4.3201 -0.9981 3.5968
H -2.9509 -1.7085 2.8135
H -4.3753 -1.1489 1.9025
H -4.7949 3.7739 1.5850
H -3.9943 4.0808 2.9683
C -0.8974 2.2020 -0.8907
C -1.0404 0.6924 -1.0237
C -0.2583 0.1058 -2.2294
O -0.4244 0.8753 -3.4670
C -1.6864 0.6868 -4.1339
N -0.6339 0.0620 0.2228
H -0.0027 2.7095 -1.2516
H -0.9446 2.6334 0.1093
H -1.7182 2.7494 -1.3540
H -2.0881 0.5419 -1.2839
H -0.4745 -0.9291 -2.4948
H 0.8063 0.1386 -1.9981
H -2.4976 1.3418 -3.8163
H -1.9199 -0.3767 -4.0820
H -1.4333 0.9345 -5.1648
H 0.3293 0.3284 0.3690
H -1.1194 0.5217 0.9798
C 4.2706 -3.0728 -0.1009
C 3.1070 -3.4119 -1.0810
C 3.6392 -3.2544 -2.5724
C 4.4079 -4.5478 -3.0779
C 3.5786 -5.8564 -2.7729
C 3.2037 -6.0115 -1.2727
N 2.5268 -4.7604 -0.8191
O 1.7968 -4.9391 0.3773
C 2.1839 -7.1590 -1.3053
C 4.3322 -6.3447 -0.3300
C 1.9068 -2.4111 -1.0569
H 4.3117 -2.0404 0.2463
H 5.1911 -3.5828 -0.3847
H 4.1238 -3.6299 0.8244
H 2.8211 -3.1276 -3.2814
H 4.3504 -2.4290 -2.5406
H 5.3561 -4.6151 -2.5446
H 4.6676 -4.4491 -4.1319
H 4.1799 -6.7078 -3.0916
H 2.6836 -5.7353 -3.3832
H 2.7262 -7.9819 -1.7710
H 1.8677 -7.3086 -0.2729
H 1.3312 -7.0080 -1.9672
H 5.1797 -5.6620 -0.3911
H 4.0930 -6.3984 0.7321
H 4.7734 -7.3167 -0.5507
H 1.2966 -2.4250 -0.1538
H 1.2227 -2.7831 -1.8196
H 2.1678 -1.3715 -1.2550
H 0.8828 -5.0630 0.1111
C -1.5909 -6.8832 -7.3494
C -1.7093 -6.4704 -5.8523
C -0.3494 -5.7790 -5.4796
C -0.4358 -5.1275 -4.0396
C -1.5498 -4.2050 -3.8885
C -2.8966 -4.6883 -4.4166
N -2.6753 -5.3897 -5.7225
O -3.9004 -5.7236 -6.3071
C -3.5827 -5.5212 -3.2790
C -3.6078 -3.3732 -4.6777
C -2.0672 -7.6710 -5.0288
H -2.5397 -7.3880 -7.5309
H -0.7536 -7.5467 -7.5656
H -1.5258 -6.0445 -8.0425
H 0.4714 -6.4945 -5.5296
H -0.1986 -5.0074 -6.2346
H 0.4813 -4.5583 -3.8878
H -0.3811 -5.8168 -3.1970
H -1.2692 -3.2317 -4.2910
H -1.5464 -4.0922 -2.8043
H -4.5861 -5.8085 -3.5931
H -2.9745 -6.3824 -3.0026
H -3.8523 -4.8841 -2.4367
H -4.6910 -3.4740 -4.7460
H -3.3998 -2.6542 -3.8854
H -3.3192 -2.8866 -5.6094
H -1.7504 -8.5973 -5.5080
H -3.1472 -7.6775 -4.8815
H -1.6482 -7.6977 -4.0229
H -3.8814 -5.1174 -7.0512
C 0.4325 2.3533 3.0958
C -0.0751 3.7284 3.7275
C 0.2459 3.5912 5.2264
C 0.0090 4.9097 6.0105
C 0.8688 6.0814 5.4183
C 0.7255 6.2720 3.8215
N 0.7629 4.8911 3.1692
O 0.6548 4.9205 1.8084
C -0.5609 7.0885 3.5742
C 1.8800 7.0713 3.3077
C -1.5541 3.7889 3.4768
H 1.5152 2.2656 3.1859
H 0.2195 2.3375 2.0269
H -0.0355 1.5503 3.6653
H -0.3213 2.7568 5.6391
H 1.3188 3.3990 5.2376
H 0.2960 4.7904 7.0553
H -1.0379 5.2008 6.0963
H 1.9042 6.0148 5.7524
H 0.4439 7.0085 5.8032
H -0.5577 8.1634 3.7546
H -0.9002 6.9886 2.5431
H -1.4513 6.7512 4.1048
H 2.1272 7.9338 3.9267
H 2.7735 6.4682 3.1465
H 1.7765 7.2318 2.2346
H -1.9731 4.7619 3.7332
H -2.1719 3.0103 3.9242
H -1.7777 3.7471 2.4108
H -0.2288 5.2395 1.6105
C 4.9061 2.4759 -0.7315
C 4.1397 1.9881 0.4400
C 4.7199 0.6683 0.8896
C 6.1075 0.7109 1.6124
C 5.9075 1.6927 2.7816
C 5.1877 3.1000 2.5508
N 4.0857 2.9126 1.6223
O 3.4670 4.0762 1.2585
C 4.7226 3.5177 4.0191
C 6.2480 4.1501 2.1182
C 2.6533 1.6591 0.0629
H 4.9146 1.6579 -1.4518
H 5.9309 2.8024 -0.5550
H 4.4396 3.3289 -1.2244
H 4.0270 0.0928 1.5035
H 4.8022 0.0564 -0.0086
H 6.9543 0.9603 0.9730
H 6.2383 -0.2809 2.0455
H 6.9615 1.8848 2.9823
H 5.5071 1.0669 3.5792
H 4.2968 4.5200 3.9725
H 3.8819 3.0040 4.4855
H 5.5858 3.6589 4.6696
H 5.7088 5.0667 1.8793
H 6.9061 4.3611 2.9611
H 6.8109 3.6785 1.3127
H 2.0501 1.2339 0.8650
H 2.6548 1.0694 -0.8537
H 2.1734 2.5888 -0.2429
H 2.8349 4.1033 1.9805
C 0.5383 -0.5007 5.9378
C 0.6465 -1.9366 5.4502
C -0.0497 -2.0613 4.0376
C 0.8927 -1.7221 2.8784
C 2.1059 -2.5900 3.0692
C 2.9145 -2.2890 4.3743
N 1.9941 -2.5085 5.5029
O 2.6326 -2.4289 6.7311
C 4.0812 -3.3332 4.5118
C 3.5095 -0.9112 4.4169
C -0.1695 -2.7882 6.3461
H -0.4556 -0.3139 6.3445
H 0.6460 0.2869 5.1921
H 1.2694 -0.3300 6.7281
H -0.5665 -3.0036 3.8554
H -0.8944 -1.3724 4.0458
H 1.2030 -0.6775 2.8521
H 0.2567 -1.9701 2.0287
H 2.7937 -2.5044 2.2279
H 1.8358 -3.6346 2.9142
H 4.7404 -3.0846 3.6802
H 4.6633 -3.1238 5.4093
H 3.8374 -4.3699 4.2795
H 4.4557 -0.7730 3.8936
H 2.8078 -0.1806 4.0145
H 3.6043 -0.4953 5.4199
H -0.2082 -3.8206 5.9988
H -1.2064 -2.4628 6.4302
H 0.2027 -2.7714 7.3704
H 2.5352 -3.3175 7.0810
```

Values from the calculation:
LUMO energy: 0.430 eV
energy above the lowest of the compared OMol25 structures with the same formula, charge and spin: 385.13 kJ/mol
highest occupied orbital energy: -0.28515 hartree

# 4
A gas-phase ion, C6H17N5 (charge +2), computed with ωB97M-V/def2-TZVPD.

```
28
Properties=species:S:1:pos:R:3
C -2.6885 0.2524 -0.6071
C -2.4128 1.7161 0.0155
C 0.6658 -1.1241 0.4169
C -0.4277 -0.2654 -0.2004
C 2.0552 -0.1977 0.4243
C 0.9367 -2.4232 -0.4145
N -1.7652 -0.6796 0.0005
N -1.0400 2.0355 0.0523
N 2.4368 0.0235 -0.9257
N 1.8004 1.0432 1.0687
N -0.3355 1.0916 0.7054
H -3.6681 -0.0751 -0.3586
H -2.6445 0.1909 -1.6601
H -2.9150 2.4854 -0.6997
H -2.8237 1.7290 0.9796
H 0.4155 -1.4875 1.4351
H -0.3106 -0.0374 -1.2376
H 2.8435 -0.7100 1.0585
H 0.2469 -3.1274 -0.2733
H 1.9459 -2.8643 -0.1530
H 1.2240 -2.2771 -1.5240
H -2.1018 -1.1975 0.7762
H -0.6261 2.2216 -0.8632
H 3.1183 0.6687 -1.1755
H 2.6125 -0.7812 -1.4257
H 1.8785 0.9282 2.0122
H 2.2460 2.0100 0.9435
H -0.6664 0.8514 1.6299
```

Values from the calculation:
charge: +2
LUMO energy (spin up / spin down): -6.233 / -11.255 eV
energy above the lowest of the compared OMol25 structures with the same formula, charge and spin: 0.00 kJ/mol
highest occupied orbital energy (spin up / spin down): -0.63092 / -0.63722 hartree
⟨S²⟩: 2.014
2S+1: 3

no.,DFT total energy (Eh)
1,-1789.8922
2,-1281.3115
3,-4444.0320
4,-511.7830